Record 1
This record from the Open Molecules 2025 dataset describes a structure of composition F6Pb3 in a non-equilibrium geometry. The level of theory is the ωB97M-V functional and the def2-TZVPD basis.

Computed properties:
Gap between HOMO and LUMO   5.6 eV
E_HOMO   -9.0 eV

XYZ file:
```
9
F6Pb3 | the Open Molecules 2025 dataset | the ωB97M-V functional and the def2-TZVPD basis
Pb -2.17344 -1.04892 -1.21821
Pb 1.09301 0.96092 -1.86205
Pb 0.72855 -2.14259 1.89615
F 1.20362 2.00417 0.46056
F 0.79935 0.43245 2.68690
F -2.50817 0.12755 1.12667
F 2.29606 -1.58289 -1.67283
F -1.53303 1.65302 -1.31634
F 0.09404 -0.40373 -0.10087
```

Here are the Löwdin charges for atoms 1 to 6, given in e: 1.365, 1.380, 1.483, -0.661, -0.604, -0.651

Record 2
This record from the Open Molecules 2025 dataset describes a cluster of 8 separate species, C39H37Br2F6NO2 in total in a non-equilibrium geometry. The level of theory is the ωB97M-V functional and the def2-TZVPD basis.

Computed properties:
SMILES string   C[N+](=O)[O-].Fc1ccccc1.Fc1ccccc1.Fc1ccccc1.Fc1ccccc1.Fc1ccccc1.Fc1ccccc1.BrCCBr
Gap between HOMO and LUMO   9.3 eV
E_HOMO   -9.2 eV

XYZ file:
```
87
C39H37Br2F6NO2 | the Open Molecules 2025 dataset | the ωB97M-V functional and the def2-TZVPD basis
Br 1.84093 -6.38511 1.61138
Br -1.70959 -4.51187 -0.60056
F -2.58150 6.24555 4.39855
F -1.84139 -0.55246 -5.81583
F 1.71533 -2.35805 1.63725
F 3.88038 -2.74483 -0.58212
F 2.44303 5.14133 -1.98648
F -4.81635 -0.37942 4.22638
O -2.62671 -0.74536 -0.90044
O -1.20371 -0.61717 0.70675
N -1.51608 -0.87900 -0.43841
C -1.09529 2.70843 -4.44247
C 2.19975 -3.30098 -2.13318
C -1.68897 0.78531 -5.73769
C 1.61614 -3.08406 -3.37199
C 2.29351 3.88244 -1.51966
C -1.59010 4.13882 1.64203
C 3.23948 1.74421 -1.06437
C -2.76035 -1.38854 3.67384
C -2.41937 5.14324 3.64039
C 3.37158 -0.70752 1.79107
C 3.84549 -1.60951 -2.63717
C 1.20075 -0.32689 2.73378
C 1.97363 1.27384 -0.74026
C 1.02515 3.44479 -1.19571
C 2.09372 -1.13420 2.08609
C 3.75389 0.56820 2.15020
C -3.08446 -3.10760 5.81780
C -1.67953 5.23580 2.47976
C 1.55438 0.99001 3.01444
C -1.97429 1.56084 -6.83551
C -1.83499 -2.39449 3.91242
C 0.86750 2.11095 -0.84421
C -3.85682 -1.29276 4.49907
C 0.40307 -5.17568 1.11297
C -0.44194 -1.40605 -1.32924
C 3.38898 3.05113 -1.49252
C 3.19766 -1.33190 -3.83024
C -3.02156 3.95932 4.03198
C -1.94696 -3.18590 5.04313
C 2.82034 1.44896 2.68075
C -1.33297 3.50313 -5.55810
C -2.19319 2.94105 2.01400
C -1.18625 1.32662 -4.56328
C 2.05437 -2.04199 -4.18219
C -2.90823 2.86428 3.21072
C -1.78042 2.94269 -6.74020
C -0.41102 -5.83095 0.03167
C -4.04060 -2.13680 5.56408
C 3.29087 -2.52810 -1.77268
H 0.14336 -6.15853 -0.83935
H -0.98122 -6.66121 0.43523
H 0.17536 -0.63225 2.88901
H -4.85833 -2.01412 6.26116
H -0.87127 -1.93064 -2.17227
H 0.06707 -0.51111 -1.69322
H 0.86220 -4.24925 0.80168
H 0.80094 1.68051 3.37066
H -1.00022 -2.49972 3.23222
H -1.00202 0.65620 -3.73124
H -0.70649 3.14436 -3.53265
H 3.10871 2.47779 2.85682
H 4.07366 -1.40150 1.35168
H -1.23104 4.57507 -5.43577
H -3.62371 3.97065 4.93250
H 4.35717 3.40595 -1.82137
H -2.14400 2.03097 1.42783
H -3.19778 -3.76015 6.67377
H -1.11714 -3.84566 5.26609
H -0.97724 4.16979 0.75184
H -1.32100 6.18869 2.10695
H 1.74728 0.26527 -0.41354
H 1.88174 -4.11533 -1.49174
H -2.30365 1.07085 -7.74205
H -0.12867 1.75014 -0.61558
H -2.03615 3.52151 -7.61757
H -3.41081 1.93713 3.44060
H 3.67665 -0.62164 -4.49075
H -2.66694 -0.73203 2.81645
H 0.19552 4.13078 -1.31063
H 4.73949 -1.06613 -2.35952
H -0.21163 -5.03921 1.99585
H 0.77561 -3.67610 -3.71323
H 0.19957 -2.03118 -0.72449
H 4.08257 1.06985 -1.12147
H 1.61190 -1.87143 -5.15541
H 4.76318 0.91796 1.97552
```

Here are the Löwdin charges for atoms 1 to 6, given in e: 0.642, 0.687, 0.056, 0.051, 0.035, 0.057

Record 3
This record from the Open Molecules 2025 dataset describes the molecule C3H2O4S in a non-equilibrium geometry. The level of theory is the ωB97M-V functional and the def2-TZVPD basis.

Computed properties:
SMILES string   O=C(O)C(=S)C(=O)O
Gap between HOMO and LUMO   7.9 eV
E_HOMO   -10.3 eV
Energy relative to the best compared isomer or geometry (same formula, charge and spin)   0.193 eV

XYZ file:
```
10
C3H2O4S | the Open Molecules 2025 dataset | the ωB97M-V functional and the def2-TZVPD basis
S -0.11988 2.17560 -0.11012
O -0.88620 -1.56770 -0.13997
O 1.72201 -1.26153 -0.02501
O 2.45199 0.83490 0.09093
O -2.32849 0.16473 0.15393
C 1.54181 0.05235 0.06639
C 0.07969 0.61557 -0.01388
C -1.10111 -0.39663 -0.03301
H 0.84217 -1.73685 -0.22580
H -2.20198 1.11955 0.23653
```

Here are the Löwdin charges for atoms 1 to 6, given in e: 0.974, 0.131, 0.114, 0.089, 0.096, -0.551

Record 4
This record from the Open Molecules 2025 dataset describes a structure of composition C20H31ClN4Pt in a non-equilibrium geometry. The level of theory is the ωB97M-V functional and the def2-TZVPD basis.

Computed properties:
Charge   +2
Spin multiplicity   5
Gap between HOMO and LUMO (alpha / beta)   5.2 / 4.6 eV
E_HOMO (alpha / beta)   -13.0 / -13.5 eV
Energy relative to the best compared isomer or geometry (same formula, charge and spin)   2.374 eV

XYZ file:
```
57
C20H31ClN4Pt | the Open Molecules 2025 dataset | the ωB97M-V functional and the def2-TZVPD basis
Pt -0.14090 -0.38258 0.32932
Cl -0.06346 0.06298 -1.84472
N 0.22415 0.23806 4.56106
N -0.45124 2.34290 3.61162
N 0.21820 0.55237 2.06395
N 1.90237 1.62841 3.49505
C -2.68654 0.60485 0.04313
C 2.28145 -1.56319 -1.43786
C -2.51396 -1.25297 -1.31787
C -0.73504 1.71402 2.32283
C 1.63419 0.70116 4.59289
C 0.95561 2.74425 3.63321
C -0.36482 -1.48026 -5.06367
C 1.48603 -1.71728 0.72784
C -0.02241 -0.40291 3.25430
C -0.10037 -0.03663 -5.01215
C -0.67473 1.40829 4.70204
C 1.28728 0.45787 -5.06514
C 1.68683 0.97276 2.20565
C -1.23231 0.90654 -5.08636
C 2.47754 -1.07640 -0.13934
C 1.17386 -2.47670 -1.46896
C 0.62407 -2.54714 -0.15177
C -2.86559 0.12046 -1.26825
C -2.07260 -1.67752 -0.04153
C -2.19905 -0.51644 0.86640
H 0.68536 -1.24913 3.24637
H 0.88127 -3.10297 -2.30399
H 2.93890 -1.37093 -2.28770
H -0.35355 -1.68906 -6.15108
H -2.96490 1.56528 0.46024
H 1.46153 0.54667 -6.15385
H -1.09081 -0.69955 3.26869
H -1.32967 1.07445 -6.17358
H -2.39355 -0.66226 1.90196
H -1.35901 -1.75582 -4.65939
H -2.02260 -2.69957 0.27436
H -0.60732 2.48298 1.56067
H 2.27429 -0.18281 4.54087
H 1.44863 1.46711 -4.63525
H 0.42276 -2.09732 -4.59141
H 2.36930 0.10157 2.15192
H -2.18775 0.47337 -4.73378
H 1.94668 1.70101 1.43510
H 1.11622 3.42769 2.79307
H 3.27728 -0.43776 0.23986
H -1.78344 1.37015 2.35051
H -0.43808 1.88111 5.67138
H 2.04043 -0.25561 -4.67886
H -2.66737 -1.95453 -2.15748
H 1.16076 3.24174 4.58634
H -0.04967 -3.29786 0.22900
H -1.69872 1.03030 4.72360
H 1.78924 1.21636 5.55441
H -3.33672 0.66650 -2.09253
H -1.05886 1.89830 -4.62384
H 1.70075 -2.01431 1.74277
```

Here are the Löwdin charges for atoms 1 to 6, given in e: 1.164, 0.366, -0.073, -0.079, -0.251, -0.078

Record 5
This record from the Open Molecules 2025 dataset describes the molecule C3H7NO in a non-equilibrium geometry. The level of theory is the ωB97M-V functional and the def2-TZVPD basis.

Computed properties:
SMILES string   CNC(C)=O
Gap between HOMO and LUMO   10.3 eV
E_HOMO   -9.5 eV
Energy relative to the best compared isomer or geometry (same formula, charge and spin)   3.163 eV

XYZ file:
```
12
C3H7NO | the Open Molecules 2025 dataset | the ωB97M-V functional and the def2-TZVPD basis
O 0.14930 -0.95687 -1.46019
N 0.61031 0.29329 0.44939
C -1.31504 0.90832 -0.97179
C -0.16310 -0.02985 -0.69405
C 0.89514 -0.99522 1.20009
H 1.49234 0.75858 0.28486
H 1.74780 -0.61699 1.82898
H -0.94699 1.99301 -1.11280
H -0.09986 -1.33085 1.94354
H -1.73863 0.58495 -1.69375
H -2.04258 1.04938 -0.12872
H 1.41130 -1.65777 0.35445
```

Here are the Löwdin charges for atoms 1 to 6, given in e: 0.053, -0.083, 0.014, -0.484, -0.119, 0.110

Record 6
This record from the Open Molecules 2025 dataset describes the molecule C13H17ClN6O2S2 in a non-equilibrium geometry. The level of theory is the ωB97M-V functional and the def2-TZVPD basis.

Computed properties:
SMILES string   CCN/C(=N\S(=O)(=O)c1c(Cl)nc2sccn12)N1C[C@H](CC)C=N1
Gap between HOMO and LUMO   9.1 eV
E_HOMO   -8.7 eV
Energy relative to the best compared isomer or geometry (same formula, charge and spin)   0.319 eV

XYZ file:
```
41
C13H17ClN6O2S2 | the Open Molecules 2025 dataset | the ωB97M-V functional and the def2-TZVPD basis
Cl 0.60924 3.70202 1.90197
S 2.70238 1.17503 1.56513
S 2.87955 3.85976 -3.15725
O 4.01906 0.49785 1.24753
O 2.66787 1.66767 2.96910
N -1.55489 -1.34947 1.88792
N -0.36830 -1.11563 1.22471
N 1.58612 -0.10105 1.14597
N 2.90718 2.60319 -0.86194
N 1.41308 4.21959 -0.69749
N 0.44035 0.07580 3.19876
C 0.53448 -0.25515 1.86084
C -1.60455 -2.79208 0.07833
C -0.42053 -0.12240 5.49884
C 1.47825 3.46717 0.49833
C -3.97856 -3.02656 -1.16555
C 3.73695 1.79614 -1.68564
C -2.26251 -2.30796 1.30889
C 2.33406 3.64384 -1.49061
C 0.13314 -0.91897 4.24776
C -0.20561 -2.15424 0.17088
C 2.36292 2.46242 0.38418
C 3.88502 2.37755 -2.94799
C -2.42408 -2.52862 -1.16932
H 4.54459 1.88539 -3.71058
H 0.39765 0.52585 5.94713
H -0.04745 -1.85965 -0.82727
H -4.54566 -2.54369 -0.40533
H -1.30819 0.50275 5.34354
H 0.52318 -2.93296 0.59364
H -0.75181 -1.55235 4.04302
H 0.94595 -1.64604 4.45987
H -3.94085 -4.11149 -0.89530
H -4.40064 -2.76990 -2.16866
H -0.59549 -0.86088 6.31835
H -1.95261 -2.80756 -2.01322
H 1.21410 0.68755 3.41078
H -2.48032 -1.45496 -1.23855
H -3.17352 -2.57332 1.68116
H -1.46591 -3.88954 0.15372
H 4.25066 1.01349 -1.26051
```

Here are the Löwdin charges for atoms 1 to 6, given in e: 0.792, 0.764, 1.010, -0.364, -0.358, 0.096

Number 1: E -32042.259 eV. Number 2: E -203015.309 eV. Number 3: E -22168.150 eV. Number 4: E -42948.486 eV. Number 5: E -6759.587 eV. Number 6: E -60980.955 eV.